[1]
{
  "formula": "C26H26AsN6O8S2Ti",
  "method": "the ωB97M-V functional and the def2-TZVPD basis",
  "species": ["As", "Ti", "S", "S", "O", "O", "O", "O", "O", "O", "O", "O", "N", "N", "N", "N", "N", "N", "C", "C", "C", "C", "C", "C", "C", "C", "C", "C", "C", "C", "C", "C", "C", "C", "C", "C", "C", "C", "C", "C", "C", "C", "C", "C", "H", "H", "H", "H", "H", "H", "H", "H", "H", "H", "H", "H", "H", "H", "H", "H", "H", "H", "H", "H", "H", "H", "H", "H", "H", "H"],
  "xyz": [[1.042, 0.071, 3.227], [-0.055, -0.567, 0.554], [0.650, 0.812, -1.991], [2.381, -1.525, 0.543], [0.637, 0.468, 4.744], [1.093, -2.253, 0.503], [2.012, -0.089, 0.571], [0.719, 1.720, -0.851], [-0.074, 1.307, -3.131], [3.325, -1.884, -0.464], [1.412, 1.623, 2.487], [-0.216, -0.653, 2.349], [-1.427, 1.036, 0.642], [-1.518, -1.809, 0.292], [-2.310, 0.766, -0.349], [-2.172, 2.855, -0.201], [-2.753, 1.842, -0.864], [0.013, -0.531, -1.384], [-3.032, -3.551, 0.887], [2.475, -0.316, -3.648], [-2.237, -2.448, 1.205], [-4.835, 4.084, 0.382], [-1.576, -2.230, -1.013], [-1.352, 2.345, 0.715], [4.169, -3.459, 3.556], [3.004, -1.913, 2.151], [-2.435, -3.643, -2.784], [-0.923, -1.819, -3.297], [-2.377, -3.317, -1.413], [4.674, 0.752, -2.336], [2.311, 0.474, -2.519], [3.751, -0.579, -4.115], [-3.520, 4.857, 0.431], [-3.101, -3.995, -0.409], [-2.477, 4.239, -0.516], [3.622, -2.842, 4.674], [4.851, -0.046, -3.456], [2.461, -1.281, 3.265], [-1.739, -2.892, -3.692], [-2.993, 4.967, 1.861], [2.772, -1.755, 4.532], [3.854, -2.999, 2.287], [-0.799, -1.497, -1.964], [3.399, 1.019, -1.862], [-3.699, 5.520, 2.480], [4.829, -4.308, 3.670], [5.848, -0.249, -3.824], [3.841, -3.220, 5.664], [-1.816, -3.131, -4.745], [5.532, 1.168, -1.825], [-2.852, 4.236, -1.537], [-1.546, 4.804, -0.483], [1.604, -0.702, -4.157], [3.881, -1.194, -4.995], [-3.705, -4.850, -0.685], [-3.695, 5.867, 0.050], [2.317, -1.259, 5.381], [-3.058, -4.472, -3.097], [-2.865, 3.982, 2.314], [-4.706, 3.064, 0.747], [3.242, 1.647, -0.997], [-0.734, 2.903, 1.398], [-5.223, 4.032, -0.637], [-2.036, 5.493, 1.890], [4.246, -3.462, 1.391], [1.649, 1.547, 1.551], [-0.406, -1.235, -4.045], [-2.179, -2.060, 2.212], [-5.582, 4.572, 1.008], [-3.594, -4.038, 1.672]],
  "charge": 0,
  "gap_ev": [7.03, 7.87],
  "e_lumo_ev": [-0.224, -0.410],
  "spin_multiplicity": 2
}

[2]
{
  "formula": "C4H6N2O",
  "method": "the ωB97M-V functional and the def2-TZVPD basis",
  "species": ["O", "N", "N", "C", "C", "C", "C", "H", "H", "H", "H", "H", "H"],
  "xyz": [[1.923, 1.804, 0.381], [0.708, -0.240, 0.242], [-1.259, 0.752, -0.197], [-0.517, -0.379, -0.231], [0.789, 1.116, 0.798], [-1.034, -1.662, -0.784], [-0.524, 1.753, 0.335], [-0.566, -2.530, -0.312], [0.768, 1.015, 1.896], [1.592, 2.637, 0.012], [1.393, -0.975, 0.336], [-2.116, -1.695, -0.648], [-0.830, -1.700, -1.859]],
  "charge": 0,
  "gap_ev": 8.00,
  "e_lumo_ev": 0.016,
  "spin_multiplicity": 1
}

[3]
{
  "formula": "C14H48AgB3F3N3O7Pt2S",
  "method": "the ωB97M-V functional and the def2-TZVPD basis",
  "species": ["Pt", "Pt", "Ag", "S", "F", "F", "F", "O", "O", "O", "O", "O", "O", "O", "N", "N", "N", "C", "C", "C", "C", "C", "C", "C", "C", "C", "C", "C", "C", "C", "C", "B", "B", "B", "H", "H", "H", "H", "H", "H", "H", "H", "H", "H", "H", "H", "H", "H", "H", "H", "H", "H", "H", "H", "H", "H", "H", "H", "H", "H", "H", "H", "H", "H", "H", "H", "H", "H", "H", "H", "H", "H", "H", "H", "H", "H", "H", "H", "H", "H", "H", "H"],
  "xyz": [[-0.985, 1.343, -1.047], [-1.583, -1.106, 1.383], [-1.114, 2.372, 3.426], [-3.590, 1.552, 1.175], [-5.762, 1.282, -0.258], [-5.757, 3.013, 1.060], [-6.093, 1.073, 1.901], [-1.866, -0.789, -0.889], [-3.460, 0.122, 1.411], [-3.166, 2.481, 2.207], [-2.899, 1.832, -0.096], [0.379, 0.712, -2.635], [6.490, 1.070, 0.906], [-0.254, -2.808, 0.884], [3.122, -0.160, 1.888], [-1.896, 2.097, -3.089], [-3.022, -2.858, 1.403], [1.377, -0.320, -2.534], [1.150, -3.047, 0.758], [5.597, 0.163, 1.521], [7.585, 0.489, 0.272], [3.915, 2.101, 1.151], [-0.970, 1.754, -4.212], [4.168, 0.593, 1.157], [-5.438, 1.713, 0.948], [-2.400, -1.405, -2.021], [-2.983, -5.163, 2.222], [-1.113, 2.914, -5.224], [0.506, 1.636, -3.708], [-2.171, -3.873, 2.067], [-1.014, -4.045, 1.060], [-0.192, 3.540, -0.808], [-1.440, -0.513, 3.577], [0.216, 0.618, 0.926], [-0.882, 0.886, 0.938], [0.556, 2.751, -1.132], [-3.641, -3.288, 0.716], [2.211, 0.303, -2.192], [1.275, 1.380, -4.432], [8.118, 1.169, -0.388], [1.488, -3.777, 1.492], [-0.421, -0.926, 3.227], [8.222, 0.069, 1.069], [0.740, 2.597, -3.235], [-1.153, 0.756, -4.610], [-1.758, -3.569, 3.026], [4.016, 0.213, 0.139], [-2.292, -1.186, 3.236], [2.244, 0.322, 1.678], [-2.227, -2.494, -2.009], [1.336, -3.460, -0.243], [-0.915, 3.637, -1.690], [-2.314, -6.027, 2.193], [-3.469, -1.179, -2.079], [5.762, 0.134, 2.604], [2.834, 2.241, 1.048], [-1.138, 3.915, -4.799], [1.653, -2.084, 0.727], [-1.586, 0.509, 3.068], [0.700, 1.091, 1.859], [-1.976, 2.797, -5.879], [-0.223, 2.897, -5.865], [-2.838, 2.170, -3.461], [-3.788, -2.487, 1.971], [-1.836, -1.136, -2.925], [-3.688, -5.300, 1.403], [0.340, -0.505, 0.726], [-1.457, -0.470, 4.725], [-1.451, -4.185, 0.065], [7.407, -0.436, -0.297], [0.227, 4.575, -0.540], [0.730, 1.182, 0.092], [-0.731, 3.138, 0.107], [1.529, -0.811, -3.497], [-0.388, -4.923, 1.218], [-3.495, -5.161, 3.183], [4.389, 2.625, 0.327], [1.192, -1.117, -1.817], [4.051, 2.549, 2.140], [-1.674, 3.023, -2.733], [3.270, 0.080, 2.870], [5.715, -0.873, 1.191]],
  "charge": 0,
  "gap_ev": [5.88, 6.69],
  "e_lumo_ev": [-0.802, -0.818],
  "spin_multiplicity": 5
}

[4]
{
  "formula": "C17H36FN2O3",
  "method": "the ωB97M-V functional and the def2-TZVPD basis",
  "species": ["F", "O", "O", "O", "N", "N", "C", "C", "C", "C", "C", "C", "C", "C", "C", "C", "C", "C", "C", "C", "C", "C", "C", "H", "H", "H", "H", "H", "H", "H", "H", "H", "H", "H", "H", "H", "H", "H", "H", "H", "H", "H", "H", "H", "H", "H", "H", "H", "H", "H", "H", "H", "H", "H", "H", "H", "H", "H", "H"],
  "xyz": [[-4.439, 0.202, -1.454], [-0.670, 1.065, -2.651], [-0.014, -2.901, -1.095], [-1.904, 2.613, -5.597], [-0.076, -1.735, 3.122], [-2.283, -1.052, 1.475], [1.146, -2.552, -1.934], [-1.428, 0.148, 1.814], [4.191, 0.256, -0.591], [4.297, -0.981, 0.524], [-1.146, 2.535, -4.494], [-0.177, -2.592, 1.880], [1.413, 1.820, 1.895], [-0.665, -1.671, -0.546], [-1.400, -2.127, 0.847], [2.881, 1.996, 1.115], [2.889, 1.229, -0.366], [-0.178, -0.250, 2.818], [-1.411, 1.133, -3.766], [-3.429, 0.490, -0.367], [-3.544, -0.748, 0.699], [-3.828, 1.964, 0.232], [1.297, 0.233, 2.290], [-2.055, -3.083, 0.586], [-0.953, 0.699, 0.897], [-3.926, -1.720, 0.143], [1.653, -0.504, 1.437], [5.352, -1.517, 0.487], [2.883, 2.051, -1.200], [4.029, -0.276, -1.644], [1.492, 2.498, 2.865], [-2.600, -1.461, 2.405], [-4.978, 2.229, 0.132], [5.205, 0.879, -0.607], [-0.415, -3.692, 2.212], [-1.381, -1.279, -1.383], [-3.520, 2.150, 1.346], [-1.304, 3.308, -3.721], [-0.369, 0.282, 3.867], [-0.052, 2.593, -4.634], [-1.229, 0.362, -4.535], [3.068, 3.147, 0.864], [2.053, 0.048, 3.196], [-3.223, 2.766, -0.411], [2.080, -3.131, -1.471], [0.150, -0.842, -0.283], [0.611, 2.201, 1.129], [0.881, -1.856, 3.559], [-2.507, 1.062, -3.646], [4.099, -0.511, 1.597], [-2.395, 0.591, -0.906], [1.883, 0.623, -0.429], [3.771, 1.653, 1.802], [0.876, -2.592, 1.368], [1.342, -1.405, -2.056], [3.429, -1.763, 0.283], [-2.119, 0.886, 2.438], [1.031, -2.998, -3.035], [-4.386, -0.474, 1.499]],
  "charge": -1,
  "gap_ev": 1.81,
  "e_lumo_ev": 1.465,
  "spin_multiplicity": 1
}

[5]
{
  "formula": "C29H55BrN2O15P4",
  "method": "the ωB97M-V functional and the def2-TZVPD basis",
  "species": ["Br", "P", "P", "P", "P", "O", "O", "O", "O", "O", "O", "O", "O", "O", "O", "O", "O", "O", "O", "O", "N", "N", "C", "C", "C", "C", "C", "C", "C", "C", "C", "C", "C", "C", "C", "C", "C", "C", "C", "C", "C", "C", "C", "C", "C", "C", "C", "C", "C", "C", "C", "H", "H", "H", "H", "H", "H", "H", "H", "H", "H", "H", "H", "H", "H", "H", "H", "H", "H", "H", "H", "H", "H", "H", "H", "H", "H", "H", "H", "H", "H", "H", "H", "H", "H", "H", "H", "H", "H", "H", "H", "H", "H", "H", "H", "H", "H", "H", "H", "H", "H", "H", "H", "H", "H", "H"],
  "xyz": [[-1.593, -4.311, 4.484], [3.089, -0.800, 3.477], [-6.457, 0.487, -5.344], [7.373, 5.582, 0.594], [-3.316, -4.050, 3.094], [-3.168, -10.275, 2.687], [-3.395, -6.695, 5.057], [-5.870, 1.409, -4.358], [-5.398, -0.657, -5.713], [3.776, -1.750, 4.571], [6.025, 5.199, 0.138], [7.768, 4.706, 1.879], [7.158, 7.021, 1.315], [-6.430, 1.326, -6.739], [4.099, 0.439, 3.582], [2.311, -1.619, 2.531], [-2.818, -2.750, 2.240], [8.854, 5.938, 0.095], [-7.797, -0.304, -5.734], [1.964, -0.095, 4.415], [-4.246, -8.568, 3.936], [-4.574, -3.157, -1.675], [-9.441, 1.529, -5.919], [4.983, 7.472, 2.306], [-3.140, -7.977, 0.494], [-4.303, -3.616, -0.523], [-3.333, -7.994, 1.856], [2.803, 2.258, 2.523], [6.120, -1.957, 3.862], [7.974, 3.297, 1.734], [8.443, 7.850, -1.416], [-0.135, -1.284, 4.716], [0.585, -0.127, 4.052], [-4.694, 3.008, -7.005], [-6.163, 2.726, -6.752], [9.044, 6.469, -1.240], [-3.229, -5.546, 2.001], [4.087, 1.454, 2.547], [5.941, 7.750, 1.164], [-2.947, -4.278, -0.245], [-3.629, -7.229, 4.020], [-3.536, -9.144, 2.799], [-9.075, 0.203, -5.282], [-5.024, -1.621, -4.716], [4.810, -2.659, 4.172], [-3.372, -6.804, 2.581], [-5.374, -3.502, 0.527], [-3.056, -5.537, 0.595], [-3.011, -6.742, -0.105], [-6.116, -2.632, -4.432], [9.275, 2.962, 1.028], [8.627, 5.772, -1.970], [7.120, 2.858, 1.208], [-6.766, 3.153, -7.556], [-9.809, -0.556, -5.546], [7.992, 2.884, 2.742], [-5.151, -8.316, 3.529], [4.265, 0.983, 1.578], [-1.872, -2.826, 2.047], [0.472, -0.170, 2.968], [-10.475, 1.783, -5.685], [8.754, 8.512, -0.609], [-6.475, -3.086, -5.357], [4.948, -3.343, 5.007], [-6.973, -2.161, -3.948], [2.553, 2.617, 3.520], [6.209, 8.809, 1.154], [0.429, -2.210, 4.631], [-6.307, -3.304, 0.005], [9.252, 3.278, -0.017], [3.990, 7.862, 2.079], [-0.267, -1.087, 5.782], [-2.215, -3.568, 0.125], [10.111, 3.474, 1.503], [-4.143, -2.129, -5.108], [4.471, -3.245, 3.313], [6.410, -1.304, 4.685], [5.336, 7.950, 3.221], [-1.121, -1.425, 4.273], [-2.598, -4.600, -1.227], [5.475, 7.532, 0.203], [-4.730, -1.104, -3.799], [-5.162, -2.731, 1.263], [-6.494, 3.193, -5.824], [9.454, 1.887, 1.052], [-8.807, 2.337, -5.548], [-4.442, 2.793, -8.045], [10.120, 6.505, -1.396], [-9.320, 1.485, -7.000], [-5.500, -4.470, 1.017], [-5.747, -3.412, -3.773], [0.149, 0.819, 4.378], [2.911, 3.110, 1.852], [6.910, -2.688, 3.691], [-3.130, -8.909, -0.054], [-3.777, -3.297, -2.299], [4.909, 6.404, 2.510], [7.352, 7.813, -1.412], [-4.058, 2.380, -6.383], [-2.881, -6.701, -1.179], [8.759, 8.275, -2.368], [4.929, 2.112, 2.754], [-4.463, 4.055, -6.807], [6.035, -1.335, 2.969], [1.963, 1.656, 2.168], [-9.066, 0.288, -4.193]],
  "charge": 0,
  "gap_ev": 8.62,
  "e_lumo_ev": -0.630,
  "smiles": "[H]/N=C(/C)Cc1ccc2c(c1P(O)Br)C(=O)NC2=O.CCOP(=O)(OCC)OCC.CCOP(=O)(OCC)OCC.CCOP(=O)(OCC)OCC",
  "spin_multiplicity": 1
}

[6]
{
  "formula": "CH5PS2",
  "method": "the ωB97M-V functional and the def2-TZVPD basis",
  "species": ["S", "S", "P", "C", "H", "H", "H", "H", "H"],
  "xyz": [[-0.652, -2.657, -0.575], [-1.456, 0.483, -1.584], [-0.028, -0.782, -0.607], [0.253, 0.075, 0.988], [1.192, 0.447, 1.088], [-1.652, -0.469, -2.575], [-0.317, -0.375, 1.734], [1.417, -0.280, -1.482], [-0.361, 0.946, 0.682]],
  "charge": 0,
  "gap_ev": 9.09,
  "e_lumo_ev": 0.121,
  "spin_multiplicity": 1
}

[7]
{
  "formula": "C22H49N2OP3SSc",
  "method": "the ωB97M-V functional and the def2-TZVPD basis",
  "species": ["Sc", "S", "P", "P", "P", "O", "N", "N", "C", "C", "C", "C", "C", "C", "C", "C", "C", "C", "C", "C", "C", "C", "C", "C", "C", "C", "C", "C", "C", "C", "H", "H", "H", "H", "H", "H", "H", "H", "H", "H", "H", "H", "H", "H", "H", "H", "H", "H", "H", "H", "H", "H", "H", "H", "H", "H", "H", "H", "H", "H", "H", "H", "H", "H", "H", "H", "H", "H", "H", "H", "H", "H", "H", "H", "H", "H", "H", "H", "H"],
  "xyz": [[-0.170, -3.378, 0.742], [-1.952, -4.001, 2.211], [2.046, 1.702, -2.241], [-1.791, 2.027, -0.514], [1.991, -1.849, 1.357], [0.057, 0.092, -1.764], [-2.184, -2.020, 4.004], [-3.622, -1.821, 2.158], [-1.732, 1.043, 1.009], [-1.077, -1.806, -4.476], [2.433, -2.586, 2.966], [-0.132, -5.049, -0.496], [3.202, 0.554, -3.102], [1.146, -4.925, 0.234], [-2.601, -0.736, 4.567], [-3.426, 2.524, -1.105], [-4.863, -1.521, 2.906], [-3.856, -2.167, 0.746], [-0.797, 3.510, -0.218], [0.950, 2.136, -3.670], [-1.176, -2.744, 4.770], [-1.273, -1.226, -3.228], [3.041, 3.239, -2.179], [0.947, -2.000, -2.544], [0.091, -2.535, -4.747], [3.555, -1.860, 0.407], [-2.614, -2.484, 2.817], [-0.108, -1.040, -2.437], [1.894, -0.063, 1.789], [1.042, -2.716, -3.734], [-4.921, -2.119, 3.822], [2.579, -3.669, 2.865], [1.892, -3.386, -3.894], [1.337, -5.617, 1.075], [-3.435, 2.508, -2.207], [3.496, 3.276, -1.180], [4.127, 1.090, -3.349], [-1.467, 1.664, 1.877], [2.381, 4.106, -2.311], [-3.676, 3.542, -0.761], [0.024, 3.280, 0.483], [0.208, 1.344, -3.838], [-1.427, 4.307, 0.229], [3.355, -2.121, 3.327], [-2.215, -0.767, -2.916], [0.421, 3.070, -3.438], [2.740, 0.148, -4.015], [0.245, -2.972, -5.742], [1.570, 2.253, -4.564], [-1.874, -0.472, 5.342], [1.734, -2.026, -1.785], [-4.928, -0.455, 3.155], [-4.774, -1.675, 0.408], [-1.059, 1.064, -1.380], [-0.159, -2.467, 4.468], [3.437, -0.280, -2.427], [-0.809, -5.865, -0.191], [-1.300, -3.823, 4.650], [-4.206, 1.829, -0.746], [-2.616, 0.076, 3.827], [-3.027, -1.814, 0.113], [1.640, 0.521, 0.896], [2.863, 0.276, 2.185], [-0.923, 0.299, 0.852], [-0.364, 3.883, -1.161], [-2.676, 0.516, 1.191], [3.628, -0.960, -0.218], [-1.311, -2.481, 5.826], [1.115, 0.082, 2.553], [-5.720, -1.762, 2.278], [-3.580, -0.804, 5.066], [3.818, 3.206, -2.950], [-3.957, -3.258, 0.616], [2.071, -4.596, -0.256], [4.411, -1.889, 1.091], [3.596, -2.740, -0.245], [1.633, -2.416, 3.696], [-1.841, -1.687, -5.246], [-0.256, -4.746, -1.543]],
  "charge": 3,
  "gap_ev": [5.76, 4.51],
  "e_lumo_ev": [-9.830, -10.437],
  "spin_multiplicity": 1
}

[8]
{
  "formula": "C3H4F3NO",
  "method": "the ωB97M-V functional and the def2-TZVPD basis",
  "species": ["F", "F", "F", "O", "N", "C", "C", "C", "H", "H", "H", "H"],
  "xyz": [[-2.384, 0.406, 1.009], [-1.821, 0.520, -1.063], [-1.450, -1.269, 0.039], [1.031, 2.873, -0.510], [1.193, 1.714, -0.344], [1.775, -0.647, 0.272], [-2.306, -0.254, -0.128], [1.310, 0.577, -0.266], [1.422, -0.831, 1.227], [2.853, -0.703, 0.385], [1.677, -1.511, -0.259], [-3.298, -0.877, -0.362]],
  "charge": 0,
  "gap_ev": 10.17,
  "e_lumo_ev": 0.777,
  "smiles": "CC#[N+][O-].FC(F)F",
  "spin_multiplicity": 1
}

Number 1: molecular weight 737.451 g mol⁻¹. Number 2: molecular weight 98.105 g mol⁻¹. Number 3: molecular weight 990.073 g mol⁻¹. Number 4: molecular weight 335.484 g mol⁻¹. Number 5: molecular weight 875.558 g mol⁻¹. Number 6: molecular weight 112.159 g mol⁻¹. Number 7: molecular weight 527.592 g mol⁻¹. Number 8: molecular weight 127.065 g mol⁻¹.